(1)
{
  "formula": "C15H18N4O3",
  "method": "the ωB97M-V functional and the def2-TZVPD basis",
  "elements": ["C", "C", "C", "C", "C", "C", "C", "C", "C", "C", "C", "C", "C", "C", "C", "H", "H", "H", "H", "H", "H", "H", "H", "H", "H", "H", "H", "H", "H", "H", "H", "H", "H", "N", "N", "N", "N", "O", "O", "O"],
  "coordinates": [[-2.66122, -0.19949, -1.21526], [-1.80324, 0.69177, -2.12270], [-2.57785, -1.68092, -1.70282], [-1.20875, -2.21417, -1.45835], [-0.55175, -3.06384, -2.35823], [0.60796, -2.53199, -0.60076], [-0.26200, 0.86241, -0.14063], [-0.67574, 2.15272, 0.40309], [1.19557, 0.79938, -0.03616], [1.67783, 0.86336, 1.36410], [1.60193, -0.17392, 2.31119], [2.45435, 1.89743, 1.77001], [2.37546, -0.27378, 3.48496], [3.30849, 1.83676, 3.06660], [3.22485, 0.75373, 3.92130], [-4.76992, -0.22850, -2.28752], [-3.77201, 1.60276, -1.11049], [-2.32949, -0.25565, -0.22053], [-3.27002, -2.44058, -1.26752], [-2.66910, -2.06791, -2.73578], [-0.96238, -3.73975, -3.29771], [1.46582, -2.16419, 0.23178], [1.47104, -4.10190, -2.07278], [-0.13559, 1.93394, -2.06858], [-0.76239, 0.03366, 0.36659], [1.79733, 1.40077, -0.82654], [1.31722, -0.23880, -0.47119], [1.15789, -1.18572, 2.20565], [2.77110, 2.65645, 1.21772], [2.62337, -1.23330, 4.30201], [3.94996, 2.80547, 3.25401], [3.82311, 0.29574, 4.86588], [-0.38659, 3.98242, 0.30639], [-4.02588, 0.46301, -1.22451], [-0.52716, -1.92345, -0.31553], [0.81559, -3.11114, -1.81133], [-0.61085, 1.07052, -1.51835], [-2.12043, 1.31169, -3.29747], [-1.53103, 2.15405, 1.28624], [-0.02548, 3.26097, -0.19680]],
  "forces_ev_per_angstrom": [[-2.7, -0.2, -3.8], [0.8, 3.9, -3.7], [-0.4, -1.9, -0.3], [-1.3, -1.4, -1.8], [0.3, -0.2, -0.5], [4.6, 2.3, 4.9], [0.0, 2.3, -0.9], [-1.8, 0.7, 2.4], [2.2, -2.6, -2.2], [1.1, -0.3, 0.9], [0.5, -3.3, 1.7], [2.6, -2.4, 6.0], [0.8, -1.3, 1.7], [-0.9, 2.3, -1.7], [0.9, -1.5, 0.7], [2.9, 3.7, 3.5], [-1.7, -3.9, -1.6], [0.3, 0.4, 1.1], [0.0, 1.2, 0.8], [-0.7, 1.9, -0.3], [1.5, 2.3, 2.6], [-1.7, -2.0, -2.7], [-2.4, 4.4, 1.5], [-1.4, -2.9, 1.8], [0.4, 0.5, -0.3], [-1.2, -0.3, 1.8], [0.7, 0.9, 0.7], [-0.5, 1.0, -1.0], [0.6, 3.3, -2.7], [-2.0, 2.2, -3.2], [-1.2, -2.3, -0.3], [-0.9, 2.6, -2.2], [-0.2, 1.1, 0.3], [-0.4, -1.0, -1.3], [1.4, -1.8, -2.3], [-1.2, -4.4, -1.3], [-0.6, 1.0, -4.4], [1.3, -3.9, 6.1], [1.5, 1.8, -1.6], [-1.3, -2.1, 1.4]],
  "max_force_ev_per_a": 7.3,
  "homo_energy_ha": -0.32585,
  "homo_lumo_gap_ev": 9.11,
  "de_lowest_kcal_mol": 251.17
}

---

(2)
{
  "formula": "C5H14",
  "method": "the ωB97M-V functional and the def2-TZVPD basis",
  "elements": ["C", "C", "H", "H", "H", "H", "H", "H", "C", "C", "C", "H", "H", "H", "H", "H", "H", "H", "H"],
  "coordinates": [[-1.33830, 1.26360, 1.57301], [-0.81484, 0.55035, 2.95113], [-2.38568, 1.39652, 1.46435], [-0.71941, 2.25940, 1.58698], [-0.99746, 0.56029, 0.79575], [-1.68116, 0.33185, 3.64621], [-0.05667, 1.16165, 3.39671], [-0.30824, -0.45104, 2.75040], [0.80742, -0.89051, -1.12325], [1.13080, 0.68863, -1.21324], [0.36941, -1.66505, -2.49720], [1.73312, -1.31646, -0.73921], [0.04715, -1.21795, -0.45674], [0.07187, 1.05056, -1.21857], [1.12685, -1.76643, -3.23164], [0.12838, -2.61379, -2.34927], [1.69231, 0.89312, -2.16544], [1.88170, 1.02642, -0.47497], [-0.68726, -1.26114, -2.69501]],
  "forces_ev_per_angstrom": [[3.5, 0.1, 1.8], [-1.5, -1.3, -1.1], [-0.8, 0.3, 0.2], [-1.6, -1.7, -0.7], [-0.1, 0.6, -0.2], [1.2, 0.4, -0.6], [0.1, 0.4, 0.5], [-0.8, 1.2, 0.1], [-1.9, -0.6, -3.5], [1.2, -0.8, -0.5], [0.8, 4.5, 2.3], [1.7, 0.0, -0.7], [-1.1, 0.9, 0.7], [0.7, 0.2, 0.7], [0.7, 0.9, -0.9], [-1.4, -4.7, 1.1], [-0.7, -0.7, 0.5], [-1.2, 0.3, 0.3], [1.2, 0.1, 0.0]],
  "max_force_ev_per_a": 5.1,
  "total_charge": 1,
  "homo_energy_ha": [-0.54346, -0.53924],
  "homo_lumo_gap_ev": [11.65, 3.64],
  "s2": 0.753,
  "de_lowest_kcal_mol": 44.93,
  "multiplicity": 2
}

---

(3)
{
  "formula": "C4H33N3O10",
  "method": "the ωB97M-V functional and the def2-TZVPD basis",
  "elements": ["C", "C", "C", "N", "N", "C", "N", "H", "H", "H", "H", "H", "H", "H", "H", "H", "H", "H", "H", "H", "O", "H", "H", "O", "H", "H", "O", "H", "H", "O", "H", "H", "O", "H", "H", "O", "H", "H", "O", "H", "H", "O", "H", "H", "O", "H", "H", "O", "H", "H"],
  "coordinates": [[-0.89750, -0.61752, 1.59984], [0.25114, -0.05357, 0.76562], [0.26997, 1.50375, 0.79452], [1.04893, 1.91122, 1.99425], [0.17874, -0.43776, -0.66808], [0.38045, -1.89836, -0.84639], [0.22613, -2.14286, -2.31599], [-1.07344, -0.05264, 2.55919], [-1.86126, -0.53926, 1.00595], [-0.71280, -1.72163, 1.82806], [1.26064, -0.41187, 1.16616], [-0.76871, 1.93959, 0.89407], [0.66976, 1.90849, -0.13970], [2.01553, 1.68901, 1.80672], [0.99127, 2.86771, 2.14995], [-0.67822, -0.13495, -1.07130], [-0.38137, -2.54894, -0.32277], [1.44566, -2.15787, -0.50725], [0.54431, -1.34325, -2.85940], [0.72050, -2.95104, -2.66114], [-2.89494, 0.32779, -1.54523], [-2.83332, -0.68983, -1.83707], [-3.81079, 0.54683, -1.67193], [3.67467, 1.42260, 0.89011], [3.44593, 1.04208, 0.10299], [4.40009, 0.91488, 1.24579], [-3.74292, 0.87928, 0.94490], [-3.15729, 0.67498, 0.22022], [-3.19189, 1.25566, 1.63166], [3.10709, 0.04735, -1.36418], [3.15609, 0.42651, -2.21650], [2.15188, -0.07464, -1.27256], [-2.67254, -2.23989, -2.26906], [-1.73669, -2.24301, -2.42085], [-2.84637, -2.88721, -1.60206], [1.44852, 1.13738, -3.15947], [1.65848, 1.98767, -2.71546], [0.50387, 1.23811, -3.25264], [-1.22194, 1.33346, -3.38330], [-1.84337, 1.03684, -2.69188], [-1.56489, 1.02203, -4.21190], [-1.83024, 2.12717, 3.18771], [-1.91767, 2.28817, 4.14565], [-0.89865, 1.89955, 3.04833], [1.49229, -2.75549, 1.87795], [1.48804, -1.99261, 2.49973], [2.20747, -3.32490, 2.13776], [1.44974, -0.74545, 3.66099], [1.31737, 0.00756, 3.19114], [0.62101, -0.86546, 4.14486]],
  "forces_ev_per_angstrom": [[-0.8, -1.0, 0.3], [0.6, 0.9, -0.5], [-0.6, 0.1, 0.9], [-0.9, -2.2, -0.5], [1.6, -1.8, 1.4], [0.7, 0.0, -0.9], [-0.7, 0.4, 0.3], [0.3, -0.7, -1.0], [1.2, -0.2, 0.8], [-0.4, 1.5, -0.2], [-1.3, 0.5, -0.8], [0.9, -0.6, -0.2], [0.2, -0.2, 0.0], [0.5, 0.1, 0.0], [-0.1, 2.1, 0.3], [-0.9, 0.2, -0.3], [0.9, 0.6, -0.3], [-1.7, 0.4, -0.2], [0.2, 0.0, 0.3], [0.1, -0.2, 0.2], [0.8, -2.4, -0.8], [-0.3, 1.8, 0.7], [-0.8, 0.3, -0.1], [0.9, 2.1, 3.9], [-0.8, -1.9, -3.8], [0.2, -0.2, 0.0], [-0.7, 0.1, 0.5], [0.3, 0.0, -0.5], [0.2, 0.2, 0.4], [0.2, -0.7, 1.5], [0.2, 0.6, -1.5], [-0.5, -0.1, 0.1], [-1.6, 0.9, -0.4], [2.1, -0.3, -0.3], [-0.2, -0.6, 0.7], [1.2, 1.3, 0.4], [0.1, -0.8, -0.4], [-1.2, -0.3, -0.3], [0.4, 0.3, 0.3], [-0.2, 0.0, 0.0], [-0.3, -0.2, -0.5], [-0.1, 0.1, 0.7], [0.0, -0.1, -0.7], [0.1, 0.1, 0.1], [-0.5, 0.3, -0.2], [0.2, -0.6, 0.0], [0.4, -0.2, 0.3], [0.3, -3.6, 2.7], [-0.5, 4.1, -2.3], [0.2, -0.1, 0.0]],
  "max_force_ev_per_a": 4.8,
  "homo_energy_ha": -0.34036,
  "smiles": "C[C@H](CN)NCN.O.O.O.O.O.O.O.O.O.O",
  "homo_lumo_gap_ev": 9.71,
  "de_lowest_kcal_mol": 28.79
}

---

Q: What is the formula in the second record?
A: C5H14